38
Properties=species:S:1:pos:R:3:forces:R:3:nbo_charge:R:1 method="wB97M-V/def2-TZVPD" e_lumo_ha=-0.00044 smiles=ClC(Cl)(Cl)Cl.ClC(Cl)(Cl)Cl.c1cc[nH]c1.CCO.CCO relative_energy_kj_mol=0.0 mol_weight_g_mol=466.875 orbital_gap_ev=8.24 fmax_ha_per_bohr=0.0720
Cl 2.320028 -3.061510 3.967461 -1.1 0.8 -0.3 0.063
Cl 1.373208 -0.272210 4.295881 0.2 -0.6 0.3 0.045
Cl -0.587162 -2.307630 3.786081 0.1 -0.6 0.4 0.082
Cl 1.842538 1.998470 11.154871 -0.5 0.0 -0.3 0.018
Cl 1.167128 -1.450030 1.715551 0.3 -0.6 0.7 0.009
Cl 3.831898 3.667380 10.123131 -0.2 0.8 0.1 0.054
Cl 1.094408 4.129180 9.292371 0.0 0.2 0.2 0.084
Cl 1.798938 4.645530 12.100081 0.3 0.4 -0.7 0.061
O 2.864848 6.176240 -2.022829 0.3 0.0 -0.7 -0.698
O 0.074948 2.755310 -5.373269 1.4 0.6 -0.5 -0.722
N -1.698712 -7.320630 -2.393129 0.1 0.0 -0.7 -0.501
C 2.128308 3.698680 10.633131 0.3 -1.3 0.7 -0.217
C -2.716822 -7.780980 -0.533589 0.1 0.2 2.4 -0.304
C -3.576982 -8.179300 -1.549799 0.6 -0.1 -2.5 -0.305
C 1.873768 6.583460 -1.159819 -2.1 -0.8 3.0 -0.059
C -2.899572 -7.895710 -2.761519 0.0 0.0 1.7 -0.081
C 1.072208 -1.845600 3.502271 0.4 1.0 -1.1 -0.200
C -1.575092 -7.245710 -1.032949 0.0 0.3 -1.3 -0.085
C -0.145862 1.372570 -5.234389 -0.9 0.0 0.7 -0.072
C -1.513392 1.283670 -4.656409 -2.3 -1.0 -0.4 -0.630
C 1.500218 5.456690 -0.117349 0.2 -0.2 -1.5 -0.641
H 1.040458 4.609190 -0.625749 0.0 -0.1 -0.3 0.193
H -1.748682 1.640900 -3.653849 0.8 -0.2 0.2 0.216
H -0.126932 2.999560 -6.279459 0.0 0.1 0.0 0.469
H -0.146332 0.815190 -6.171099 0.3 0.2 -0.2 0.163
H 0.735558 5.750760 0.601621 0.5 0.3 0.3 0.208
H -1.926762 0.286480 -4.807519 0.1 -0.4 0.6 0.200
H 2.345688 5.749490 -2.708379 0.6 -0.3 -0.5 0.469
H 0.564828 0.894050 -4.560569 0.4 0.4 -0.1 0.174
H -0.741052 -6.693770 -0.625349 -0.1 -0.4 0.3 0.212
H -2.846882 -7.828010 0.537521 -0.5 -0.1 0.0 0.218
H 0.939498 6.823420 -1.667419 0.0 0.3 -0.3 0.150
H 2.432838 5.051430 0.275191 -0.2 0.3 0.6 0.212
H -3.158652 -8.078420 -3.793949 0.1 0.1 0.2 0.213
H -0.941812 -7.037110 -2.998789 -0.4 -0.1 -0.2 0.408
H 2.120978 7.420470 -0.506829 0.6 0.4 -0.6 0.167
H -2.227182 1.844260 -5.260019 0.2 0.4 -0.4 0.201
H -4.544422 -8.655760 -1.491119 0.1 0.1 0.1 0.225

66
Properties=species:S:1:pos:R:3:forces:R:3:nbo_charge:R:1 method="wB97M-V/def2-TZVPD" e_lumo_ha=-0.28654 relative_energy_kj_mol=0.0 mol_weight_g_mol=851.755 orbital_gap_ev=6.76 fmax_ha_per_bohr=0.0083 charge=+2
Ir -0.221480 0.334220 -1.710248 -0.4 -0.1 0.0 0.609
S -0.033123 -1.618852 -2.867204 0.3 0.0 0.0 -0.076
P -0.306779 -0.703802 0.241117 -0.1 0.3 -0.2 1.450
F -0.581214 -7.359216 0.154587 0.0 0.0 0.0 -0.305
F -6.354396 2.152231 -0.371846 0.0 0.0 0.0 -0.298
F -6.204584 1.206434 -2.312901 0.0 0.0 0.0 -0.296
F 2.827024 0.824459 5.871564 0.0 0.0 0.0 -0.301
F -5.130624 3.044848 -1.917100 0.0 0.0 0.0 -0.313
F 1.563182 -7.070064 0.104058 0.0 0.0 0.0 -0.308
F 1.283403 2.337221 5.909497 0.0 0.0 0.0 -0.305
F 0.508055 -7.017547 1.991936 0.0 0.0 0.0 -0.302
F 3.135915 2.709607 4.854185 0.0 0.0 0.0 -0.307
N -0.010863 2.410492 -1.329872 0.3 -0.2 0.1 -0.494
N 2.431499 -0.456517 -2.670722 0.0 -0.1 -0.1 -0.408
N 2.355923 -2.554283 -3.544998 0.0 0.0 0.0 -0.743
N 1.671529 0.580712 -2.211883 0.1 0.0 0.0 -0.210
C -2.585574 -0.516022 -1.273530 0.0 0.0 0.0 -0.267
C 0.449667 0.067160 1.660723 0.0 -0.1 0.0 -0.363
C -4.315561 1.112307 -0.906729 0.0 0.0 0.0 -0.088
C 1.436518 1.035575 1.516755 0.0 0.0 0.1 -0.190
C -0.921387 3.320199 -0.996528 -0.1 0.0 0.0 0.094
C 0.431051 -6.681535 0.700079 0.0 0.0 0.0 0.968
C 2.191073 1.760620 -2.081772 -0.1 0.1 0.0 0.298
C -0.610163 4.665427 -0.853920 0.0 0.0 0.0 -0.215
C 0.692222 5.070533 -1.069205 0.0 0.0 0.0 -0.101
C 0.229700 -5.186710 0.557754 0.0 0.0 0.0 -0.073
C 1.612290 1.181292 3.899800 0.0 0.0 0.0 -0.079
C 1.341215 -4.351798 0.531205 0.0 0.0 0.0 -0.188
C -1.996131 -0.150949 -0.043709 0.0 0.0 0.2 -0.431
C 1.640547 4.126874 -1.458415 0.0 0.0 0.0 -0.191
C -1.242284 -3.301572 0.402187 0.0 0.0 0.0 -0.177
C -2.607367 0.831644 0.764962 0.1 0.0 0.0 -0.139
C 3.601693 2.075366 -2.426064 0.0 0.0 0.0 -0.691
C 1.262073 2.808464 -1.593587 0.1 0.0 0.0 0.132
C 2.229527 1.774966 5.149142 0.0 0.0 0.0 0.969
C -5.533032 1.877109 -1.383040 0.0 0.0 0.0 0.969
C -1.056240 -4.671687 0.501567 0.0 0.0 0.0 -0.159
C -3.772532 1.422393 0.352021 0.0 0.1 -0.1 -0.160
C -3.743253 0.157733 -1.708858 0.0 0.0 0.0 -0.146
C -0.129092 -2.465394 0.369050 0.0 0.0 0.0 -0.468
C 2.024987 1.591144 2.643442 0.0 0.0 0.0 -0.172
C 0.632306 0.205543 4.051298 0.0 0.0 0.0 -0.154
C 1.165511 -2.984459 0.440884 0.0 0.0 0.0 -0.115
C 0.058748 -0.366390 2.932359 0.0 0.0 0.0 -0.192
C 1.729252 -1.503303 -3.023612 -0.1 0.1 0.0 0.314
H -4.274320 2.142132 0.986341 0.0 0.0 0.0 0.263
H 3.628894 2.818163 -3.226238 0.0 0.0 0.0 0.265
H 4.112765 2.503639 -1.561106 0.0 0.0 0.0 0.255
H 2.030933 -2.331050 0.427995 0.0 0.0 0.0 0.223
H 2.657277 4.425998 -1.668004 0.0 0.0 0.0 0.255
H 0.972558 6.109504 -0.960286 0.0 0.0 0.0 0.259
H -2.246206 -2.898890 0.362896 0.0 0.0 0.0 0.230
H 2.804188 2.334205 2.547912 0.0 0.0 0.0 0.253
H 2.335900 -4.773318 0.581655 0.0 0.0 0.0 0.257
H 1.761680 1.340406 0.533584 0.0 0.0 0.0 0.211
H -1.908714 -5.336365 0.531948 0.0 0.0 0.0 0.259
H 1.846744 -3.369854 -3.839702 0.0 0.0 0.0 0.426
H -0.684164 -1.147211 3.049297 0.0 0.0 0.0 0.237
H -2.294713 -1.424760 -1.782483 0.0 0.0 0.0 0.264
H 4.126331 1.183755 -2.749254 0.0 0.0 0.0 0.282
H 0.331040 -0.110397 5.041536 0.0 0.0 0.0 0.258
H -4.209044 -0.123979 -2.643796 0.0 0.0 0.0 0.268
H -2.164759 1.095517 1.717126 0.0 0.0 0.0 0.240
H -1.384359 5.368320 -0.581986 0.0 0.0 0.0 0.262
H -1.928412 2.957976 -0.844461 0.0 0.0 0.0 0.224
H 3.337164 -2.488272 -3.767378 0.0 0.0 0.0 0.431